Entry 1:
Molecular formula: C37H38I2N5O4PTl
Method: DFT, ωB97M-V/def2-TZVPD

Values from the calculation:
Net charge = +1
HOMO-LUMO gap = 6.78 eV
Highest occupied orbital energy = -9.63 eV

XYZ file:
```
88
C37H38I2N5O4PTl (ωB97M-V/def2-TZVPD)
Tl 0.0342 -0.3160 0.4444
C 1.8941 -1.6327 4.5134
C 1.4430 -1.6279 3.1872
N 0.6513 -0.6938 2.7135
C 0.2291 0.3254 3.5068
C 0.5989 0.3706 4.8705
C 1.4655 -0.6383 5.3450
C 0.0838 1.3811 5.7108
C -0.8052 2.2748 5.1919
C -1.1753 2.2484 3.8334
C -0.6484 1.3277 2.9464
N -0.9499 1.2316 1.6038
C -1.9058 1.9386 0.9054
C -2.2300 3.2701 1.0713
C -3.2898 3.8672 0.3578
C -4.0330 3.1619 -0.5443
C -3.6908 1.8180 -0.8135
C -4.3780 1.0200 -1.7539
C -4.0036 -0.2786 -1.9640
C -2.8932 -0.7727 -1.2694
N -2.2266 -0.0533 -0.3949
C -2.6154 1.2184 -0.1196
H 2.5614 -2.4121 4.8534
H 1.7396 -2.4165 2.5016
H 1.7769 -0.6115 6.3829
H 0.3914 1.4219 6.7486
H -1.2374 3.0367 5.8292
H -1.9057 2.9648 3.4925
H -1.6468 3.8725 1.7521
H -3.5209 4.9083 0.5465
H -4.8762 3.6140 -1.0528
H -5.2045 1.4530 -2.3061
H -4.5193 -0.9091 -2.6754
H -2.5480 -1.7917 -1.4243
I 6.5399 -4.1930 0.9596
C 5.0739 -2.7151 0.7325
C 5.0566 -1.6211 1.5878
C 4.0684 -0.6638 1.4392
I 4.0258 1.0179 2.6821
C 3.0761 -0.7638 0.4455
O 2.1444 0.1604 0.3186
C 3.1426 -1.8651 -0.4263
C 2.1446 -1.9308 -1.5443
N 0.7693 -2.1523 -1.0299
C 0.6012 -3.4929 -0.4688
C -0.4732 -3.5836 0.5921
C -0.8088 -4.8025 1.1687
C -1.7751 -4.8269 2.1566
C -2.3895 -3.6387 2.5400
C -1.9993 -2.4728 1.9179
N -1.0591 -2.4567 0.9654
C 4.1306 -2.8300 -0.2750
H 5.8085 -1.5130 2.3580
H 2.4142 -2.7279 -2.2431
H 2.1298 -0.9902 -2.0897
H 0.1164 -2.0033 -1.7955
H 1.5503 -3.7817 -0.0139
H 0.3900 -4.2233 -1.2544
H -0.3127 -5.7108 0.8479
H -2.0500 -5.7624 2.6272
H -3.1495 -3.6194 3.3078
H -2.4345 -1.5124 2.1757
H 4.1734 -3.6690 -0.9624
C -1.3019 4.4534 -3.1970
C -1.1588 3.4197 -4.2958
O -0.1702 2.4256 -3.9542
P -0.5952 1.2070 -2.9727
O 0.2376 1.5161 -1.5971
C 1.5037 2.2613 -1.6060
C 1.5397 3.1485 -0.3842
O 0.4099 0.0404 -3.5513
C 0.2177 -0.3850 -4.9121
C 0.9881 -1.6668 -5.1323
H -2.0790 5.1746 -3.4559
H -0.3635 4.9912 -3.0511
H -1.5747 3.9714 -2.2538
H -0.8083 3.8716 -5.2204
H -2.1161 2.9332 -4.5005
H 1.5470 2.8496 -2.5166
H 2.3183 1.5438 -1.6037
H 0.6967 3.8439 -0.3926
H 2.4698 3.7204 -0.3822
H 1.5086 2.5531 0.5284
H 0.5724 0.3998 -5.5801
H -0.8509 -0.5355 -5.1054
H 2.0507 -1.5036 -4.9506
H 0.8563 -2.0071 -6.1594
H 0.6322 -2.4538 -4.4623
```

Entry 2:
Molecular formula: C4H9NO2
Method: DFT, ωB97M-V/def2-TZVPD

Values from the calculation:
HOMO-LUMO gap = 9.85 eV
ΔE to the lowest compared entry with this formula, charge and spin = 37.8 kcal per mole
SMILES = NC(=O)C=O.CC
Highest occupied orbital energy = -9.75 eV

XYZ file:
```
16
C4H9NO2 (ωB97M-V/def2-TZVPD)
N -2.8245 -0.2284 0.1666
C -1.6658 -0.7644 0.5770
O -1.3978 -1.1395 1.6948
C -0.6823 -0.9967 -0.6720
O -1.0702 -0.8408 -1.8056
H -2.9757 -0.1278 -0.8266
H -3.5345 0.0306 0.8315
H 0.1153 -1.7021 -0.3961
C 1.1279 0.9170 0.3812
C 2.4231 0.5098 -0.2978
H 0.9701 0.3750 1.3113
H 1.1204 1.9874 0.5823
H 0.1171 0.7740 -0.1705
H 3.2658 0.7059 0.3635
H 2.5667 1.0570 -1.2274
H 2.4446 -0.5570 -0.5123
```

Entry 3:
Molecular formula: CHO6S2
Method: DFT, ωB97M-V/def2-TZVPD

Values from the calculation:
Net charge = -1
HOMO-LUMO gap = 8.89 eV
ΔE to the lowest compared entry with this formula, charge and spin = 25.2 kcal per mole
Highest occupied orbital energy = -5.33 eV

XYZ file:
```
10
CHO6S2 (ωB97M-V/def2-TZVPD)
C 0.6029 -0.7588 -0.7747
O -2.0776 -0.9797 0.7478
O 1.7638 1.6815 0.1854
O 1.3700 -0.1861 1.6654
O -2.2363 0.6739 -1.0371
O 0.8260 -0.6105 -1.9742
O -0.6202 1.1444 0.9023
S 0.9724 0.5647 0.5237
S -1.3507 -0.0133 -0.1060
H 0.7497 -1.5162 -0.1326
```

Entry 4:
Molecular formula: C19H33InN10O2S2Si2
Method: DFT, ωB97M-V/def2-TZVPD

Values from the calculation:
HOMO-LUMO gap = 6.50 eV
ΔE to the lowest compared entry with this formula, charge and spin = 22.6 kcal per mole
Highest occupied orbital energy = -6.41 eV

XYZ file:
```
69
C19H33InN10O2S2Si2 (ωB97M-V/def2-TZVPD)
In 0.3100 0.0853 0.6550
C 2.7628 3.1462 0.6220
Si 1.2591 2.3384 -0.1786
C -0.0144 3.7279 -0.3873
C 1.7576 1.8171 -1.9460
C 2.4464 2.7744 -2.7066
C 2.8891 2.5178 -3.9931
C 2.6505 1.2731 -4.5591
C 1.9655 0.3151 -3.8311
C 1.5034 0.5531 -2.5281
Si 0.5003 -0.8714 -1.7420
C -1.0606 -0.9664 -2.8152
C 1.4471 -2.4680 -2.0362
H 3.1302 3.9815 0.0197
H 3.5858 2.4437 0.7530
H 2.5051 3.5235 1.6135
H 0.4786 4.6335 -0.7518
H -0.5021 3.9696 0.5602
H -0.7861 3.4641 -1.1156
H 2.6465 3.7519 -2.2784
H 3.4191 3.2810 -4.5498
H 2.9965 1.0524 -5.5616
H 1.7835 -0.6505 -4.2926
H -0.8004 -1.3636 -3.8003
H -1.4911 0.0240 -2.9819
H -1.8318 -1.6034 -2.3819
H 1.4733 -2.7300 -3.0974
H 0.9872 -3.2977 -1.4946
H 2.4662 -2.3634 -1.6680
C -4.4363 2.4805 -1.5245
C -3.9464 2.4800 -0.1268
N -4.4317 3.1671 0.8568
N -3.6407 2.8262 1.9234
C -2.6627 1.9573 1.6247
S -1.4839 1.3020 2.6131
N -2.8690 1.7331 0.2948
N -2.0675 0.8745 -0.4478
H -5.3197 3.1102 -1.5837
H -4.6898 1.4697 -1.8457
H -3.6778 2.8750 -2.2030
H -3.7963 3.2359 2.8280
H -2.5078 -0.0492 -0.5304
H -1.8754 1.2793 -1.3572
N 3.6914 -2.1088 2.5254
C 3.4452 -1.3057 1.4518
N 4.3191 -0.2791 1.2541
O 2.5164 -1.5225 0.6769
H 4.2471 -1.7626 3.2892
H 2.9417 -2.7381 2.7529
H 4.7933 0.1187 2.0496
H 4.0132 0.3885 0.5653
C -1.8789 -5.1108 2.8453
N -2.0117 -3.8490 2.1598
C -2.9472 -3.6025 1.0850
C -2.5444 -2.1941 0.6630
O -3.1598 -1.5341 -0.1574
N -1.4397 -1.8077 1.3625
C -1.1632 -2.8003 2.2167
N -0.1341 -2.7655 3.0532
H -2.8610 -5.5735 2.9229
H -1.5149 -4.9626 3.8618
H -1.2079 -5.7985 2.3236
H -3.9853 -3.6361 1.4173
H -2.8160 -4.2929 0.2473
H 0.4244 -1.9057 3.1190
H -0.0281 -3.4801 3.7501
S 3.1113 1.1738 4.2806
C 1.9646 0.4241 3.4214
N 1.1524 -0.1758 2.8145
```

Entry 5:
Molecular formula: C5H10O2
Method: DFT, ωB97M-V/def2-TZVPD

Values from the calculation:
HOMO-LUMO gap = 8.98 eV
ΔE to the lowest compared entry with this formula, charge and spin = 100.2 kcal per mole
Highest occupied orbital energy = -8.18 eV

XYZ file:
```
17
C5H10O2 (ωB97M-V/def2-TZVPD)
C -2.1931 -0.7330 0.5174
O -1.0419 -0.0052 0.1415
C -0.0677 -0.8315 -0.4878
C 1.1910 -0.0318 -0.8848
C 1.1969 1.4392 -0.4207
C 1.9529 1.1757 0.8713
O 1.1430 0.6819 1.7831
H -2.6710 -1.1918 -0.3590
H -2.8893 -0.0284 0.9767
H -1.9486 -1.5250 1.2395
H 0.2008 -1.6373 0.2112
H -0.5174 -1.2982 -1.3765
H 1.4163 -0.1381 -1.9465
H 1.7724 2.0669 -1.1066
H 0.1920 1.8632 -0.2980
H 2.0651 -0.4589 -0.3571
H 0.1985 0.6523 1.4965
```

Entry 6:
Molecular formula: C19H29FeN5OS
Method: DFT, ωB97M-V/def2-TZVPD

Values from the calculation:
Net charge = +3
HOMO-LUMO gap (alpha / beta) = 7.88 / 8.52 eV
2S+1 = 2
Highest occupied orbital energy (alpha / beta) = -18.91 / -18.91 eV

XYZ file:
```
56
C19H29FeN5OS (ωB97M-V/def2-TZVPD)
Fe -0.1649 0.0356 0.1837
C -0.5881 2.7417 0.8918
C -1.8603 2.5276 0.1553
N -1.7987 1.1780 -0.5025
C -3.1000 0.4693 -0.3270
C -3.3559 0.0292 1.1063
S -1.9700 -0.9512 1.6917
C -1.3855 -0.1268 3.1594
C -1.1293 1.3387 2.9389
N -0.3006 1.5460 1.7258
H 0.2136 2.8417 0.1571
H -0.6103 3.6616 1.4796
H -2.7251 2.5781 0.8126
H -1.9950 3.3151 -0.5849
H -1.6493 1.3138 -1.4983
H -3.9350 1.0952 -0.6465
H -3.0938 -0.4048 -0.9570
H -3.5270 0.8367 1.8157
H -4.2421 -0.6061 1.1130
H -2.1024 -0.2911 3.9673
H -0.4706 -0.6657 3.4081
H -2.0504 1.9110 2.8412
H -0.6280 1.7230 3.8277
H 0.6670 1.5967 2.0203
C 2.9719 -1.7439 2.4883
C 2.4475 -0.6380 1.6397
O 1.2050 -0.5714 1.3762
N 3.2716 0.2865 1.1952
C 2.7987 1.4316 0.4237
C 2.5725 1.0282 -0.9948
C 3.5538 1.2478 -1.9376
C 3.3636 0.8213 -3.2419
C 2.1944 0.1513 -3.5454
C 1.2567 -0.0409 -2.5526
N 1.4020 0.4045 -1.2854
H 2.3070 -1.8971 3.3367
H 3.9802 -1.5495 2.8474
H 2.9769 -2.6669 1.9038
H 4.2610 0.1904 1.3780
H 3.5336 2.2276 0.4992
H 1.8728 1.7879 0.8561
H 4.4646 1.7601 -1.6535
H 4.1184 0.9989 -3.9974
H 2.0020 -0.2222 -4.5421
H 0.3647 -0.5835 -2.7779
C -1.7313 -3.6691 -2.4638
C -1.9044 -2.3764 -2.9493
C -1.4754 -1.3172 -2.1863
N -0.8901 -1.4761 -0.9753
C -0.7247 -2.7344 -0.5191
C -1.1336 -3.8448 -1.2284
H -2.0633 -4.5221 -3.0429
H -2.3644 -2.1938 -3.9115
H -1.5977 -0.3087 -2.5522
H -0.2501 -2.8413 0.4468
H -0.9821 -4.8320 -0.8130
```

Entry 7:
Molecular formula: C29H38N5O5P
Method: DFT, ωB97M-V/def2-TZVPD

Values from the calculation:
HOMO-LUMO gap = 7.52 eV
SMILES = O=NOCc1cc2c(cc1CCCCn1cccc1)C(=O)c1ccccc1C2=O.CN(C)P(=O)(N(C)C)N(C)C
Highest occupied orbital energy = -8.16 eV

XYZ file:
```
78
C29H38N5O5P (ωB97M-V/def2-TZVPD)
O 2.7497 -4.7185 5.2538
N 1.6004 -4.9526 5.2199
O 1.2532 -5.3905 3.9317
C 0.1871 -4.5454 3.4625
C 0.7026 -3.5025 2.4052
C 2.1413 -3.4213 2.1894
C 2.5981 -2.4367 1.2546
C 1.6598 -1.5861 0.5336
C 0.2464 -1.6679 0.7339
C -0.2335 -2.6385 1.7079
C -1.7601 -2.6990 1.9670
C -2.4168 -1.3274 2.3801
C -1.4944 -0.3699 3.2040
C -1.2860 -0.7894 4.7054
N -0.2226 0.0772 5.2494
C -0.3850 1.4342 5.4981
C 0.8162 2.0282 6.0052
C 1.7872 0.8998 6.0411
C 1.0721 -0.2500 5.5917
C 2.2285 -0.5333 -0.4594
O 1.7266 -0.2887 -1.5290
C 3.5029 0.1917 0.0578
C 3.6901 1.5988 -0.1317
C 4.8857 2.1974 0.4198
C 5.8126 1.3627 1.1268
C 5.6327 -0.0656 1.3144
C 4.4477 -0.6649 0.7701
C 4.0973 -2.1731 0.9307
O 4.9003 -3.0577 0.7875
H -0.6606 -5.1305 3.0438
H -0.2161 -3.9233 4.3087
H 2.8602 -4.0663 2.7341
H -0.4675 -1.0229 0.1890
H -2.0034 -3.4949 2.7107
H -2.2427 -3.0330 1.0095
H -3.2830 -1.5840 3.0513
H -2.8749 -0.7690 1.5261
H -2.0085 0.6286 3.2227
H -0.4894 -0.1852 2.7636
H -1.0469 -1.8686 4.8104
H -2.2119 -0.4870 5.2601
H -1.3463 1.9651 5.3331
H 1.0043 3.0734 6.2927
H 2.8335 0.9748 6.3857
H 1.5043 -1.2660 5.5207
H 2.8904 2.1477 -0.6694
H 5.0165 3.2905 0.2799
H 6.7058 1.8448 1.5696
H 6.3825 -0.6767 1.8596
C -2.9294 3.4962 -5.6304
N -3.1508 2.8605 -4.3446
C -3.5278 3.8757 -3.3563
P -2.3217 1.4890 -3.6779
O -3.5144 1.0173 -2.8589
N -2.4155 0.1702 -4.7990
C -2.6067 0.3277 -6.2287
C -3.1492 -1.0177 -4.3683
N -0.8075 1.9816 -4.4426
C 0.2272 0.9133 -4.4630
C -0.1579 3.1028 -3.7175
H -1.9985 4.0774 -5.6794
H -3.7461 4.1891 -5.8556
H -2.9326 2.7961 -6.4589
H -2.6605 4.4454 -2.9987
H -4.0029 3.4204 -2.4860
H -4.2488 4.5862 -3.7666
H -3.6159 0.6791 -6.4731
H -2.4478 -0.6225 -6.7469
H -1.8652 1.0016 -6.6630
H -4.2344 -0.8719 -4.4406
H -2.9016 -1.2832 -3.3417
H -2.8833 -1.8838 -4.9809
H 0.4315 0.5318 -3.4611
H 1.1599 1.2909 -4.8902
H -0.0508 0.0712 -5.0934
H -0.0265 2.8730 -2.6564
H -0.7297 4.0267 -3.7981
H 0.8204 3.3271 -4.1455
```

Entry 8:
Molecular formula: C4H7F3
Method: DFT, ωB97M-V/def2-TZVPD

Values from the calculation:
HOMO-LUMO gap = 12.70 eV
ΔE to the lowest compared entry with this formula, charge and spin = 19.0 kcal per mole
SMILES = FCCCC(F)F
Highest occupied orbital energy = -11.69 eV

XYZ file:
```
14
C4H7F3 (ωB97M-V/def2-TZVPD)
F -0.0020 2.0265 0.3276
C -0.1361 1.0245 1.2039
C -0.8984 -0.1234 0.6327
C -0.0483 -0.9437 -0.3475
C 0.7217 -0.2134 -1.3891
F 1.1396 -1.1302 -2.2861
F 1.8483 0.4198 -0.9680
H -0.6489 1.4199 2.0967
H 0.8496 0.7498 1.5417
H -1.2500 -0.7466 1.4854
H -1.8000 0.2207 0.1739
H -0.6087 -1.7316 -0.8222
H 0.7359 -1.4796 0.1912
H 0.0971 0.5073 -1.8403
```

Entry 9:
Molecular formula: C2H2N2O
Method: DFT, ωB97M-V/def2-TZVPD

Values from the calculation:
HOMO-LUMO gap = 9.49 eV
ΔE to the lowest compared entry with this formula, charge and spin = 51.6 kcal per mole
Highest occupied orbital energy = -9.39 eV

XYZ file:
```
7
C2H2N2O (ωB97M-V/def2-TZVPD)
O 0.5976 1.8711 0.3709
C -0.2642 1.0678 0.0985
C -0.2399 -0.3774 0.3449
N 0.7646 -1.0963 -0.0832
N 1.4601 -1.8504 -0.5501
H -1.1788 1.3572 -0.4554
H -1.1394 -0.9720 0.2743
```

Entry 10:
Molecular formula: C42H34FeN3OP2S5SbSe
Method: DFT, ωB97M-V/def2-TZVPD

Values from the calculation:
Net charge = -1
HOMO-LUMO gap (alpha / beta) = 5.69 / 5.91 eV
2S+1 = 2
ΔE to the lowest compared entry with this formula, charge and spin = 29.1 kcal per mole
Highest occupied orbital energy (alpha / beta) = -3.85 / -4.23 eV

XYZ file:
```
90
C42H34FeN3OP2S5SbSe (ωB97M-V/def2-TZVPD)
Fe 0.5708 0.3537 0.2184
O 1.5740 3.2953 1.5431
S 0.4728 2.3902 1.1653
C -0.6217 3.4081 0.1461
C -0.7996 4.7379 0.5137
C -1.6894 5.5184 -0.1998
C -2.4012 4.9631 -1.2615
C -2.1774 3.6526 -1.6431
C -1.2429 2.8651 -0.9641
P -0.7438 1.1700 -1.4730
C -2.3788 0.5339 -1.9736
C -2.5852 -0.0884 -3.2001
C -3.8327 -0.6036 -3.5207
C -4.8877 -0.4741 -2.6303
C -4.6982 0.1797 -1.4205
C -3.4470 0.6755 -1.0916
C 0.1225 1.4380 -3.0663
C 1.1501 0.5493 -3.3802
C 1.8460 0.6709 -4.5749
C 1.5311 1.6852 -5.4647
C 0.5115 2.5777 -5.1594
C -0.1898 2.4520 -3.9703
C -0.5704 2.2658 2.6378
C -0.5036 3.3032 3.5603
C -1.2129 3.1980 4.7424
C -1.9448 2.0436 5.0121
C -1.9635 1.0013 4.1032
C -1.2807 1.1079 2.8881
P -1.0378 -0.2579 1.7112
C 0.3511 -1.2077 2.6007
C 1.0011 -0.6694 3.9143
C 1.3886 -1.6588 4.9583
C 1.2156 -2.9626 4.7612
C 0.6614 -3.4787 3.5066
C 0.2690 -2.6950 2.5034
C -2.6102 -1.1479 1.6146
C -3.8080 -0.6959 2.1734
C -4.9746 -1.4242 2.0002
C -4.9631 -2.5976 1.2527
C -3.7815 -3.0371 0.6790
C -2.6122 -2.3120 0.8591
H -0.2344 5.1415 1.3425
H -1.8437 6.5533 0.0772
H -3.1239 5.5625 -1.8005
H -2.7382 3.2227 -2.4644
H -1.7611 -0.2116 -3.8893
H -3.9664 -1.1376 -4.4523
H -5.8560 -0.8931 -2.8733
H -5.5178 0.2828 -0.7216
H -3.3031 1.1854 -0.1456
H 1.4074 -0.2384 -2.6817
H 2.6370 -0.0319 -4.8024
H 2.0775 1.7844 -6.3945
H 0.2585 3.3732 -5.8493
H -0.9747 3.1627 -3.7503
H 0.1361 4.1525 3.3654
H -1.1730 3.9995 5.4684
H -2.4693 1.9421 5.9535
H -2.4774 0.0797 4.3472
H 0.4730 0.1717 4.3627
H 1.8225 -1.2743 5.8733
H 1.5006 -3.6726 5.5283
H 0.5953 -4.5529 3.3763
H -0.0791 -3.1396 1.5827
H -3.8478 0.2282 2.7345
H -5.8966 -1.0668 2.4420
H -5.8762 -3.1624 1.1120
H -3.7451 -3.9420 0.0861
H -1.7025 -2.6683 0.3961
S -0.9732 -5.4398 -0.1405
Sb -1.0092 -4.5850 -2.2394
S 0.7996 -1.7758 -0.6606
S -0.4320 -2.1593 -2.3003
S -2.9081 -4.5203 -3.5132
Se 3.5808 0.8319 3.1998
C 2.0630 -0.1193 2.9484
N 1.4366 -0.5239 1.8455
N 6.2334 2.1599 -1.6913
C 4.9575 1.7692 -1.3317
C 3.8754 2.6419 -1.4411
C 2.6244 2.2024 -1.0784
N 2.3677 0.9709 -0.6272
C 3.4075 0.1309 -0.5390
C 4.6934 0.4779 -0.8855
H 6.4065 3.1512 -1.6698
H 6.9806 1.6208 -1.2854
H 4.0078 3.6561 -1.7951
H 1.7834 2.8767 -1.1761
H 3.1810 -0.8581 -0.1674
H 5.4898 -0.2461 -0.7741
```

Which strongest force on any atom belongs to each record? In order, 0.47; 2.77; 5.80; 0.57; 0.56; 1.91; 8.34; 2.35; 1.58; 0.82 eV/A.
Which E belongs to each record? In order, -84807.2947; -9878.4226; -35008.1747; -81837.8289; -9438.6960; -74869.3364; -57659.3912; -12413.8595; -7131.6046; -229651.2160 eV.